1.
110
Properties=species:S:1:pos:R:3:forces:R:3 method="wB97M-V/def2-TZVPD" gap_ev=6.752 spin_multiplicity=1 homo_energy_ev=-4.81 e_tot_ha=-6305.29943 total_charge=-1
H 2.413409 1.795896 -0.139063 0.0 0.0 0.0
C -5.293613 1.733385 -0.735576 0.0 0.0 -0.1
C -4.099094 2.820406 1.009070 0.0 0.0 0.0
H 3.892448 1.261069 1.551783 0.0 0.0 0.0
N -3.937289 0.408796 0.820714 -0.1 0.1 -0.2
C 2.339367 -4.949629 -3.025530 0.0 0.0 0.0
C -1.945462 -0.573061 -3.584869 0.1 0.0 0.1
C 2.506836 -1.237279 3.798913 -0.1 0.0 0.1
H -2.333587 -3.236031 0.784611 0.0 0.0 0.0
H -0.500470 -4.202017 -1.323787 0.0 0.0 0.0
As -0.253461 0.301730 -3.191905 0.1 0.2 -0.3
H -6.680159 -3.970296 1.846560 0.0 0.0 0.0
C -6.128974 -3.062270 1.638649 0.0 0.1 0.0
C -4.019415 -0.317031 -4.782868 0.0 0.0 0.0
H 2.770270 -3.291674 0.297308 0.0 0.0 0.0
H 2.297725 1.034723 -4.504932 0.0 0.0 0.0
C 1.049608 -2.762169 -1.743226 0.1 0.3 -0.1
H -4.268761 -4.078480 1.335925 0.0 0.0 0.0
H 5.160503 -3.897250 0.305339 0.0 0.0 0.0
C -5.796090 2.954846 -1.155034 0.0 0.0 0.0
H 3.955455 -3.613269 -3.393674 0.0 0.0 0.0
H 0.606091 -6.089511 -2.468496 0.0 0.0 0.0
C 2.893209 -0.501938 -5.865639 0.0 0.0 0.0
C 2.973132 -3.739012 -2.950287 0.0 -0.1 0.0
C -2.885919 2.474014 -5.548568 0.0 0.0 0.0
O 2.951844 -0.400788 -1.650510 0.0 0.0 0.0
H -7.813969 -1.747097 1.883636 0.0 0.0 0.0
H 4.525465 -2.003241 4.157333 -0.1 0.0 0.0
C -4.411113 -1.573541 -4.343413 0.0 0.0 0.0
C -6.758215 -1.825952 1.653802 0.0 -0.1 0.0
Sb 2.521877 -1.015190 1.654227 0.0 0.1 0.0
C -4.454250 1.611272 0.383377 0.0 -0.1 0.1
C 3.489447 -2.214259 4.432408 0.1 -0.1 0.0
C -2.568762 -2.179766 0.662323 0.0 -0.1 0.0
H 3.273586 -2.209801 -7.112391 0.0 0.0 0.0
C 2.371140 -2.649324 -2.305632 0.1 0.1 0.0
C -3.581034 -2.323164 -3.519264 0.0 0.0 0.0
H 4.137386 -1.543121 -2.799532 0.0 0.0 0.0
C -2.248729 3.671496 -5.841010 0.0 0.0 0.0
N 1.465878 1.960756 -0.456806 0.1 0.1 0.0
H -2.159269 2.516652 -1.133663 0.0 0.1 0.0
C 5.374588 0.139587 2.626606 0.0 0.0 0.1
C -2.783485 0.194108 -4.400594 0.0 0.0 0.0
Cl -5.649373 0.336783 -1.697763 0.0 0.0 0.0
H 0.787468 3.068487 1.158436 0.0 0.0 0.0
H -4.681824 0.262727 -5.414560 0.0 0.0 0.0
O 0.431618 -1.774357 -1.245850 -0.1 -0.8 -0.4
H 1.184592 -3.363316 -6.448987 0.0 0.0 0.0
H 6.133956 0.920408 2.514421 0.0 0.0 0.0
C 3.182080 -1.442825 -2.239291 -0.1 -0.1 0.0
H -3.892284 2.297465 -5.909036 0.0 0.0 0.0
H 1.502442 1.967146 -1.470157 -0.1 0.0 0.0
H -5.376418 -1.966910 -4.637235 0.0 0.0 0.0
C -4.772363 -3.118459 1.351811 0.1 0.0 0.1
Cl 3.095168 -6.300569 -3.848007 0.0 0.0 0.0
H -1.445248 1.880901 0.195915 -0.1 0.0 0.0
H 2.645987 -0.226427 4.194934 0.0 0.0 0.0
H 1.545970 4.074301 -0.075360 0.0 0.0 0.1
C -0.963699 3.915658 -5.372010 0.0 0.0 0.0
H -0.938772 4.271645 0.085721 0.0 0.0 -0.1
C -5.436738 4.117501 -0.495188 0.0 0.0 0.0
H -0.311936 3.954479 -1.533591 0.0 0.0 0.0
C 4.857820 -2.915001 0.680241 0.1 0.0 0.0
H -2.759150 4.420923 -6.433330 0.0 0.0 0.0
Cl -3.022721 2.777073 2.370770 0.0 0.0 0.0
C 0.903645 3.196241 0.077217 0.0 0.0 0.0
H -0.353553 -2.317023 -4.853250 0.0 0.0 0.0
C -0.937987 1.757270 -4.314309 0.0 -0.1 0.0
H 5.893020 -0.820344 2.592609 0.0 0.0 0.0
H -2.919015 0.333731 1.031743 0.0 0.1 0.0
C -4.670799 -0.744551 1.078687 0.0 0.1 0.0
H 0.685365 3.164612 -4.225887 0.0 0.0 0.0
C -6.031111 -0.679751 1.384123 0.0 0.0 0.0
H -6.441271 2.978149 -2.022561 0.0 0.0 0.0
H -4.256533 4.940439 1.111045 0.0 0.0 0.0
N -1.263846 2.308566 -0.708641 0.0 -0.1 0.2
C 0.844534 -0.551544 -4.588521 -0.1 0.0 0.1
C 4.298106 0.242905 1.552230 0.1 0.1 0.0
H 5.521452 -2.662227 1.509774 0.0 0.0 0.0
H -0.472341 4.853100 -5.602191 0.0 0.0 0.0
H -6.516370 0.288901 1.412370 0.0 0.0 0.0
H 4.954920 0.240515 3.630299 0.0 0.0 0.0
C -2.342002 -1.823231 -3.135925 -0.1 0.0 0.0
H -2.459647 -1.956454 -0.405285 0.0 0.2 0.0
C 0.462804 -4.068366 -1.802798 0.0 0.0 0.0
H 3.240899 -3.590459 1.951051 0.0 0.0 0.0
C -2.231475 1.510217 -4.788458 -0.1 0.0 0.0
O -1.423204 -0.145093 1.298707 -0.3 -0.2 0.4
Na 0.140008 -0.065902 -0.113776 0.7 0.6 -0.3
C 1.420172 -2.386688 -6.044005 0.0 0.0 0.0
C 0.548706 -1.792823 -5.139619 0.1 0.0 0.0
O -0.584862 -2.104856 1.971215 -0.1 0.1 0.0
H 1.479434 -1.518960 4.038347 0.0 0.0 0.0
H 3.278502 -3.239868 4.124748 0.0 0.0 0.0
H -3.899237 -3.297551 -3.169703 0.0 0.0 0.0
H 3.430242 -2.194086 5.525306 0.0 0.0 0.0
C 1.082100 -5.116928 -2.430259 0.0 0.0 0.0
C 3.396253 -2.916743 1.106573 -0.1 -0.1 0.1
C -0.312447 2.960706 -4.600122 0.0 0.0 0.0
H -5.818621 5.073073 -0.828696 0.0 0.0 0.0
C -4.567826 4.049900 0.582632 0.0 0.0 0.0
C -0.457371 3.508979 -0.543657 0.0 0.0 -0.1
H 4.716174 0.092922 0.553746 0.0 0.0 0.0
C -4.013776 -1.986310 1.068442 0.0 -0.1 0.0
H 5.051477 -2.193392 -0.116865 0.0 0.0 0.0
C -1.439236 -1.426506 1.399658 -0.1 -0.2 0.3
H -1.684522 -2.397180 -2.494519 0.0 0.0 0.0
H 3.811638 0.005007 -6.137150 0.0 0.0 0.0
C 2.027277 0.084259 -4.953470 0.1 0.0 0.0
C 2.592326 -1.743240 -6.411418 0.0 0.0 0.0


2.
113
Properties=species:S:1:pos:R:3:forces:R:3 method="wB97M-V/def2-TZVPD" gap_ev="4.333 / 4.334" spin_multiplicity=1 homo_energy_ev="-2.90 / -2.90" e_tot_ha=-5564.85680 total_charge=-1
H 1.156504 -6.192869 4.643467 0.0 0.0 0.0
H -2.041881 -1.404696 1.469481 0.1 0.0 -0.1
H -4.712698 -4.128243 -4.435816 0.0 0.0 0.1
C 4.552453 3.292942 3.634272 0.1 0.1 0.0
C -0.937994 2.182493 3.603034 0.0 0.1 -0.1
C 0.139018 1.477909 3.094930 0.0 0.1 -0.1
C 3.383756 1.445948 4.625876 -0.1 -0.1 0.0
Si 2.094618 -0.695763 3.055185 0.4 -0.2 -0.4
C 1.970660 4.600777 -4.341546 0.0 0.0 0.0
H -2.928651 3.300436 -3.754938 -0.1 0.0 0.1
C 0.674077 -4.590404 3.301461 -0.1 -0.1 0.0
H 3.017835 0.941364 5.509509 0.0 0.0 0.2
C -0.543261 -0.454020 4.279569 0.0 -0.2 0.0
H -0.144724 0.462556 -5.533859 -0.1 -0.1 0.0
H -3.130448 -1.366559 -3.970502 -0.1 -0.1 0.2
C -4.025122 -3.422086 -0.547803 0.1 0.0 -0.1
H -5.704786 1.880138 -2.027805 0.0 0.0 0.0
H -5.826089 -3.938154 -3.054685 0.0 0.0 0.0
H 2.985130 -2.430301 5.479769 0.2 0.1 0.1
C -4.840184 -4.284589 -3.362373 0.2 0.1 0.1
H 5.862574 -2.299948 1.247485 -0.1 0.0 0.0
H -1.907922 2.123945 -4.571458 0.0 0.0 0.0
O 2.401127 -1.660161 -3.613126 1.0 0.6 -1.6
H 3.035020 4.056092 -6.121443 0.0 0.0 0.0
N 3.609236 -1.906730 -3.484464 0.7 -0.1 -1.4
C 2.312956 3.748578 -5.378466 0.0 0.0 -0.1
H -2.636581 2.126673 4.915954 0.0 0.0 0.0
C -1.818011 1.569017 4.477917 -0.1 0.0 0.1
C 1.751664 2.489590 -5.434158 0.0 0.1 -0.1
As -3.426508 -3.323112 -2.397252 -0.9 -0.3 -0.2
H 6.004988 -2.847604 -3.002273 -0.1 0.0 0.0
C -5.664626 0.111243 2.054135 0.0 0.0 0.0
C -1.592046 2.592203 0.058678 -0.2 -0.1 0.0
O 2.394339 -0.831899 -1.187019 1.7 1.8 0.9
C -1.591063 2.287311 -2.442110 0.7 0.5 -1.5
H 0.410412 -2.840404 2.105766 0.0 0.0 0.0
C -3.624327 -1.480556 -2.999020 0.1 -0.1 0.1
C 3.112773 0.899543 3.377241 -0.1 -0.5 0.4
H -7.165399 1.340814 1.146266 -0.1 0.0 0.0
C 0.378355 0.145617 3.425518 0.3 -0.3 -0.1
H 2.426312 5.578271 -4.272544 0.0 0.1 0.0
H 0.831014 1.986485 2.441128 0.1 0.1 -0.1
H 2.607871 -4.785281 6.051760 0.1 0.0 0.1
H -1.078044 3.222565 3.341812 0.0 0.1 -0.1
O 3.880712 -1.523102 2.504017 0.1 0.0 1.4
H -0.360779 0.414994 -3.763677 -0.1 0.0 -0.1
C -4.022511 0.917061 -0.043263 -0.4 -0.3 1.0
C 4.090624 2.630575 4.757327 0.1 0.1 0.3
H 0.022047 -5.200379 2.686094 0.0 0.0 0.0
N -0.357284 2.600627 -2.409021 -1.0 -0.6 1.2
H 3.386634 1.205121 1.270906 0.0 -0.1 -0.2
H 2.038609 1.804604 -6.219405 0.0 -0.1 -0.1
H 4.665296 3.270701 1.497444 0.0 0.0 -0.1
Cs 0.685853 -2.176579 -2.032407 -3.7 -1.6 1.0
H -1.809940 -0.690961 -0.151517 0.0 0.0 0.1
C 1.296437 -5.145254 4.407551 0.0 -0.1 -0.1
H 5.099249 4.221308 3.728644 0.1 0.0 0.1
H -3.978734 -1.012884 2.727590 0.1 -0.1 0.1
C -3.525540 0.037016 0.933539 0.1 0.2 -0.3
H -2.294297 -0.250452 5.496581 0.0 0.0 0.0
H -6.298975 -0.199980 2.870486 0.0 0.0 0.1
N 7.359700 -3.159053 -0.769952 1.2 -0.6 0.0
O 4.292671 -2.132603 -4.478741 0.2 0.0 -0.2
C 0.891536 -3.261415 2.982417 0.0 0.3 -0.1
C 0.827788 2.061750 -4.490010 -0.2 0.1 0.2
H -1.420308 0.218142 1.312943 0.1 0.0 0.0
H -4.268684 -4.464159 -0.325319 0.1 0.1 -0.1
C 5.475895 -2.506411 -2.127374 1.4 -0.4 0.5
H -5.347196 3.250792 -0.992350 0.0 0.1 -0.1
H -3.221898 -3.099909 0.113673 0.0 0.0 -0.1
C 1.073343 4.203202 -3.370486 -0.2 0.0 0.1
H -4.737575 -5.352001 -3.150247 0.1 0.2 0.0
H -2.216594 2.447963 0.936673 0.0 -0.1 0.1
C -5.352508 1.365748 0.027247 0.2 0.1 -0.2
C 1.728945 -2.448859 3.748420 0.2 0.5 0.3
C 0.465202 2.937686 -3.457339 0.6 0.3 -1.1
C -6.151722 0.969973 1.083238 0.0 0.0 0.1
C 4.184277 -1.973865 -2.240266 -0.1 -0.1 1.5
C -2.476962 2.310840 -3.666042 0.2 -0.1 0.0
H -4.899346 -2.794414 -0.392715 -0.1 0.1 0.0
C 3.461547 -1.466443 -1.105835 0.7 0.3 -0.2
C -2.123005 -0.492838 0.878307 0.0 0.0 0.0
C 0.733944 5.079067 -2.202953 0.1 0.0 -0.1
C 4.304716 2.760784 2.381359 0.0 0.2 0.0
O 7.939286 -3.511576 -1.791120 0.1 0.0 0.0
C 2.325035 -3.022274 4.865593 0.0 0.0 0.0
C 5.388348 -2.209687 0.285361 0.0 0.1 0.4
O 7.857093 -3.285782 0.341712 -0.1 0.1 -0.1
H -0.316515 5.372156 -2.222717 -0.1 0.1 0.1
H -3.185546 -0.782284 -2.280527 -0.1 -0.1 -0.1
H -0.620813 2.127446 0.217310 0.1 0.0 0.1
C -1.618815 0.240597 4.806785 -0.3 0.0 0.1
C -4.364156 -0.347874 1.967839 -0.2 -0.1 0.1
O 2.134633 -0.929587 1.356979 -1.5 0.6 0.1
H -4.688312 -1.258896 -3.099985 0.0 0.0 0.1
H -1.426932 3.656957 -0.095951 0.1 0.0 -0.1
H 1.184062 -0.020769 -4.480551 0.0 -0.1 -0.1
C 0.331358 0.650144 -4.569709 0.1 0.0 0.0
S -1.602294 -4.227130 -2.725705 -0.4 -0.6 -0.2
H 0.903610 4.523867 -1.281446 0.0 0.0 0.1
C 6.065384 -2.599037 -0.876947 -1.9 0.6 -1.2
H -3.275346 1.581558 -3.559265 0.0 0.0 0.0
H -6.931883 2.479584 -0.890729 -0.1 0.0 0.0
H 1.348927 5.974952 -2.200083 0.0 0.1 0.0
C -5.869427 2.294808 -1.032191 0.0 0.0 0.1
H -0.406180 -1.488049 4.558917 0.0 -0.1 0.1
N -3.297416 1.279599 -1.162635 1.0 0.6 -1.0
C 3.587624 1.586190 2.260542 -0.1 -0.2 -0.2
H 4.276273 3.050146 5.739895 0.0 -0.1 0.0
C 4.091651 -1.704844 0.189942 0.0 0.0 0.2
C 2.118275 -4.353801 5.188942 0.1 0.0 0.2
C -2.229638 1.991019 -1.157626 -0.9 -0.4 1.3
N 3.408223 -1.402956 1.284282 0.8 -0.3 -1.2